Record 1
67
Properties=species:S:1:pos:R:3 method="wB97M-V/def2-TZVPD" lumo_ev=-4.213 multiplicity=1 homo_lumo_gap_ev=6.65 total_charge=+1
Zr -0.01 0.09 0.89
C -5.03 -2.20 -3.78
C -5.32 -2.14 -2.43
C -4.45 -1.50 -1.56
C -3.29 -0.90 -2.05
C -3.01 -0.93 -3.42
C -3.88 -1.59 -4.27
P -2.20 -0.11 -0.81
C -0.54 -0.31 -1.65
C 0.03 -1.59 -1.53
C 1.24 -1.89 -2.16
C 1.92 -0.90 -2.86
C 1.39 0.38 -2.93
C 0.17 0.68 -2.35
C -2.50 1.68 -1.04
C -3.59 2.11 -1.77
C -3.87 3.48 -1.89
C -3.06 4.40 -1.29
C -1.97 3.99 -0.49
C -1.16 4.94 0.16
C -0.18 4.54 1.02
C 0.04 3.17 1.25
C -0.64 2.18 0.56
C -1.68 2.60 -0.32
H -5.70 -2.71 -4.46
H -6.21 -2.61 -2.05
H -4.66 -1.46 -0.50
H -2.13 -0.45 -3.80
H -3.67 -1.62 -5.33
H -0.53 -2.38 -1.02
H 1.65 -2.89 -2.13
H 2.86 -1.13 -3.34
H 1.93 1.15 -3.48
H -0.26 1.67 -2.47
H -4.24 1.40 -2.26
H -4.74 3.80 -2.45
H -3.26 5.45 -1.38
H -1.33 5.99 -0.01
H 0.44 5.26 1.53
H 0.79 2.90 2.01
C 5.80 -1.90 -0.26
C 4.47 -2.25 -0.42
C 3.49 -1.53 0.22
C 3.80 -0.45 1.05
C 5.14 -0.11 1.20
C 6.13 -0.82 0.55
Si 2.40 0.46 1.98
C 1.84 -0.81 3.32
C 1.19 -1.98 2.91
C 0.74 -2.91 3.84
C 0.88 -2.66 5.19
C 1.50 -1.50 5.62
C 1.99 -0.59 4.69
H 6.58 -2.46 -0.75
H 4.22 -3.09 -1.05
H 2.44 -1.82 0.08
H 5.40 0.71 1.84
H 7.16 -0.55 0.67
H 3.13 1.56 2.69
H 1.07 -2.21 1.84
H 0.29 -3.83 3.51
H 0.51 -3.37 5.91
H 1.61 -1.30 6.67
H 2.50 0.30 5.03
Se -1.03 1.32 4.20
C -1.28 0.04 3.10
N -1.32 -0.79 2.24


Record 2
89
Properties=species:S:1:pos:R:3 method="wB97M-V/def2-TZVPD" lumo_ev=0.143 smiles="Cc1ccc(C[C@@]2(CCC(=O)O)OC(=O)O[C@@H]2C[SH](=O)=O)cc1.COCCNCCOC.COCCNCCOC" multiplicity=1 homo_lumo_gap_ev=8.89
C 3.99 -1.53 3.40
C 2.50 -1.44 3.21
C 1.66 -2.50 3.51
C 0.30 -2.42 3.32
C -0.29 -1.26 2.82
C -1.76 -1.10 2.53
C -2.78 -1.48 3.61
C -2.34 -1.52 5.07
C -2.23 -0.16 5.78
C -1.47 0.91 5.04
O -1.93 1.70 4.27
O -0.16 0.89 5.36
O -3.92 -0.56 3.57
C -5.03 -1.23 3.94
O -6.08 -0.72 4.22
O -4.78 -2.57 3.98
C -3.59 -2.72 3.20
C -2.95 -4.08 3.23
S -3.91 -5.28 2.32
O -3.40 -5.29 0.97
O -5.31 -5.08 2.57
C 0.55 -0.19 2.53
C 1.91 -0.28 2.71
H 4.25 -2.40 4.00
H 4.39 -0.65 3.90
H 4.50 -1.64 2.44
H 2.10 -3.42 3.89
H -0.30 -3.28 3.57
H -2.00 -1.67 1.63
H -1.92 -0.04 2.32
H -3.12 -2.08 5.60
H -1.41 -2.06 5.22
H -3.20 0.22 6.08
H -1.66 -0.33 6.70
H 0.27 1.54 4.78
H -3.90 -2.51 2.16
H -2.00 -4.03 2.70
H -2.77 -4.45 4.25
H -3.53 -6.44 2.91
H 0.14 0.73 2.13
H 2.56 0.55 2.45
C 3.63 5.88 -2.03
O 2.93 4.89 -2.76
C 3.76 3.99 -3.48
C 3.64 2.59 -2.93
N 4.23 2.48 -1.60
C 3.96 1.20 -0.95
C 2.50 0.86 -0.65
O 1.90 1.68 0.33
C 1.30 2.88 -0.14
H 2.89 6.55 -1.60
H 4.23 5.45 -1.23
H 4.28 6.46 -2.69
H 4.80 4.33 -3.46
H 3.43 3.99 -4.52
H 4.16 1.90 -3.60
H 2.58 2.32 -2.93
H 3.85 3.23 -1.02
H 4.51 1.18 -0.01
H 4.37 0.41 -1.58
H 2.48 -0.15 -0.24
H 1.89 0.84 -1.56
H 0.91 2.75 -1.15
H 2.00 3.72 -0.13
H 0.47 3.12 0.53
C -2.18 -2.60 -3.43
O -2.35 -1.91 -4.66
C -3.19 -0.76 -4.57
C -2.40 0.50 -4.84
N -1.46 0.76 -3.77
C -0.53 1.86 -4.03
C 0.48 1.69 -5.16
O 1.43 0.67 -4.92
C 1.07 -0.62 -5.36
H -1.59 -3.49 -3.65
H -1.64 -2.00 -2.69
H -3.14 -2.90 -3.01
H -3.66 -0.71 -3.58
H -3.98 -0.87 -5.32
H -3.10 1.34 -4.92
H -1.91 0.38 -5.82
H -0.93 -0.08 -3.59
H 0.04 2.03 -3.11
H -1.11 2.77 -4.22
H 1.04 2.63 -5.23
H 0.00 1.54 -6.13
H 0.44 -0.59 -6.25
H 0.55 -1.19 -4.58
H 1.99 -1.15 -5.60


Record 3
18
Properties=species:S:1:pos:R:3 method="wB97M-V/def2-TZVPD" lumo_ev="0.854 / -2.016" multiplicity=2 de_lowest_kcal_mol=6.18 homo_lumo_gap_ev="9.83 / 6.87" s_squared=0.75
N 1.75 0.49 2.24
C 2.32 -0.71 1.93
N 1.82 -1.62 1.20
H 0.99 0.92 1.66
H 2.35 1.12 2.74
H 3.33 -0.79 2.39
H 2.28 -2.52 1.28
C -2.57 0.60 -1.42
C -1.23 -0.01 -1.80
C -0.21 0.01 -0.66
S -0.05 1.67 0.04
H -3.04 0.09 -0.56
H -3.36 0.48 -2.17
H -2.52 1.67 -1.17
H -1.35 -1.05 -2.11
H -0.79 0.62 -2.57
H 0.75 -0.25 -1.11
H -0.46 -0.73 0.09


Record 4
112
Properties=species:S:1:pos:R:3 method="wB97M-V/def2-TZVPD" lumo_ev=-2.414 multiplicity=1 homo_lumo_gap_ev=7.38 total_charge=+1
C -2.94 -6.62 -3.03
C -2.55 -5.59 -1.95
C -1.23 -4.89 -2.28
C -1.15 -3.44 -1.78
N -0.64 -2.55 -2.82
N -1.16 -1.24 -2.82
C -0.27 -0.30 -2.19
O 0.09 -0.77 -0.91
C 1.34 -0.27 -0.49
C 2.51 -1.18 -0.87
O 3.00 -1.92 0.23
C 3.78 -1.16 1.12
C 3.27 -1.38 2.54
C -1.71 -0.81 -4.13
P -1.90 -2.44 -5.12
S -2.61 -2.24 -6.94
C -0.81 0.07 -5.03
I -0.36 2.09 -4.48
C 0.56 -0.62 -5.35
C 0.76 -1.01 -6.82
C -3.15 -0.23 -3.82
N -3.95 -0.10 -5.03
C -3.94 -1.20 -2.90
C -4.21 -0.78 -1.45
C -3.04 -0.40 -0.56
C -3.59 0.01 0.83
O -3.05 1.08 -3.28
C -4.25 1.74 -3.15
O -4.23 2.32 -1.78
C -3.09 2.77 -1.41
N -2.03 3.19 -1.07
C -4.62 2.84 -4.19
Cl -5.24 4.34 -3.41
C -3.57 3.21 -5.25
C -2.68 4.41 -4.89
H -2.35 -6.49 -3.92
H -3.98 -6.53 -3.31
H -2.73 -7.62 -2.69
H -2.42 -6.15 -1.03
H -3.36 -4.89 -1.78
H -1.02 -4.88 -3.34
H -0.44 -5.45 -1.80
H -0.44 -3.43 -0.95
H -2.09 -3.10 -1.37
H 0.37 -2.58 -2.89
H -0.79 0.65 -2.08
H 0.64 -0.08 -2.76
H 1.52 0.72 -0.90
H 1.31 -0.19 0.59
H 2.22 -1.90 -1.63
H 3.31 -0.57 -1.29
H 3.77 -0.10 0.87
H 4.82 -1.47 1.09
H 3.99 -1.03 3.27
H 2.32 -0.86 2.64
H 3.14 -2.45 2.66
H -0.66 -3.06 -5.24
H -2.70 -3.33 -4.39
H -1.30 0.16 -5.98
H 1.35 0.07 -5.10
H 0.72 -1.47 -4.70
H -0.07 -0.73 -7.45
H 1.66 -0.56 -7.21
H 0.86 -2.08 -6.92
H -4.38 -0.98 -5.30
H -3.40 0.21 -5.82
H -3.51 -2.18 -2.89
H -4.93 -1.33 -3.34
H -4.93 0.02 -1.40
H -4.71 -1.63 -0.97
H -2.47 0.44 -0.92
H -2.35 -1.21 -0.37
H -3.74 -0.89 1.41
H -4.53 0.54 0.74
H -2.85 0.60 1.36
H -5.08 1.06 -3.10
H -5.48 2.47 -4.71
H -4.15 3.52 -6.11
H -3.00 2.35 -5.56
H -1.76 4.33 -5.47
H -3.14 5.33 -5.19
H -2.37 4.42 -3.86
C 6.49 3.00 8.16
C 5.50 4.05 7.64
C 4.09 3.92 8.20
C 3.36 2.58 8.14
N 2.91 2.10 6.78
C 4.04 1.60 5.91
C 4.30 0.19 6.39
C 2.90 -0.36 6.61
C 2.04 0.85 6.99
C 2.12 3.15 6.08
H 6.14 1.98 7.99
H 7.45 3.10 7.65
H 6.66 3.13 9.22
H 5.49 4.05 6.54
H 5.88 5.04 7.91
H 3.46 4.71 7.77
H 4.14 4.16 9.27
H 2.45 2.68 8.72
H 3.95 1.78 8.59
H 3.67 1.59 4.88
H 4.90 2.26 5.97
H 4.87 0.19 7.33
H 4.87 -0.39 5.68
H 2.88 -1.13 7.38
H 2.52 -0.81 5.69
H 1.70 0.83 8.02
H 1.17 0.94 6.34
H 2.78 3.98 5.83
H 1.32 3.48 6.73
H 1.72 2.72 5.17


Record 5
38
Properties=species:S:1:pos:R:3 method="wB97M-V/def2-TZVPD" lumo_ev=-0.672 multiplicity=1 de_lowest_kcal_mol=0.00 homo_lumo_gap_ev=7.41
Pb -0.30 -0.93 -2.14
C -3.10 4.32 -0.90
C -1.90 3.90 -1.45
C -1.50 2.58 -1.30
C -2.29 1.70 -0.58
C -3.49 2.11 -0.02
C -3.90 3.43 -0.19
N -1.81 0.36 -0.47
N -2.23 -0.28 0.51
C -1.73 -1.61 0.62
C -2.16 -2.29 1.75
C -1.73 -3.59 1.97
C -0.88 -4.19 1.06
C -0.46 -3.49 -0.07
C -0.87 -2.19 -0.32
H -3.42 5.35 -1.02
H -1.28 4.59 -1.99
H -0.55 2.23 -1.70
H -4.10 1.40 0.53
H -4.83 3.76 0.24
H -2.82 -1.79 2.45
H -2.06 -4.13 2.85
H -0.54 -5.20 1.22
H 0.21 -3.98 -0.77
Cl 6.32 0.13 1.67
C 4.78 0.17 0.87
C 3.95 1.29 1.03
C 2.73 1.33 0.42
Cl 1.71 2.72 0.63
C 2.24 0.27 -0.40
O 1.08 0.38 -0.93
C 3.11 -0.85 -0.54
C 2.80 -1.99 -1.36
O 1.80 -2.20 -2.04
C 4.36 -0.88 0.10
H 4.27 2.12 1.65
H 3.59 -2.77 -1.37
H 5.00 -1.74 -0.03


Record 6
16
Properties=species:S:1:pos:R:3 method="wB97M-V/def2-TZVPD" lumo_ev=0.555 smiles="NC(=O)CCO.O" multiplicity=1 de_lowest_kcal_mol=28.07 homo_lumo_gap_ev=10.30
N -2.38 0.19 1.26
C -1.40 0.73 0.39
O -1.46 1.90 0.12
C -0.38 -0.24 -0.08
C -0.25 -0.29 -1.62
O 1.08 -0.31 -2.07
H -3.06 0.85 1.59
H -2.08 -0.34 2.05
H -0.40 -1.17 0.47
H 0.60 0.21 0.17
H -0.89 0.49 -2.05
H -0.75 -1.19 -1.99
H 1.47 0.50 -1.82
O 2.90 -0.43 1.09
H 3.31 -0.80 1.88
H 3.68 -0.09 0.61


Number 1: total energy -122009.30026 eV. Number 2: total energy -65112.70870 eV. Number 3: total energy -18140.25022 eV. Number 4: total energy -90648.15955 eV. Number 5: total energy -57264.84329 eV. Number 6: total energy -10889.36411 eV.